[1]
# C8H14BBr2N2O14

C8H14BBr2N2O14 as an isolated structure at a distorted geometry (wB97M-V/def2-TZVPD, OMol25).

Structure (XYZ):
```
41
C8H14BBr2N2O14 (wB97M-V/def2-TZVPD)
H 2.01978 0.94854 -2.22201
O 2.18681 -1.32462 -2.35212
N -0.99146 -2.89846 -2.05806
H -0.39132 -3.19486 -1.30171
H -0.37991 0.04200 0.19252
O -0.39416 1.76807 1.60445
C 2.13457 1.41608 -1.24408
H 1.98657 -1.57747 -3.25632
O 1.24278 -0.86606 -0.38413
O -2.52981 1.78585 0.69628
C 1.49717 2.77993 -1.18618
C -3.08717 -1.32309 -0.34571
Br -0.49687 2.65569 -1.57004
O -0.68919 -0.00376 3.08664
H -3.51862 -2.83808 0.34749
H -1.91466 -2.71403 -1.69228
O -4.02207 -2.02273 0.28956
H -0.47725 -2.05359 -2.26270
H -1.04523 -3.47597 -2.88491
C 1.15848 -1.25011 -1.56951
H 1.82369 3.39581 -2.02413
O -3.05914 -0.13575 -0.29625
H -1.73213 -0.41799 -0.39590
H 1.69257 0.70620 -0.54494
N -0.93007 0.14138 -0.64865
C -1.85424 0.14095 2.47765
O 3.16764 2.19702 4.46899
O 3.68913 -0.10681 2.55741
C 2.30770 1.58012 3.76465
B 0.32558 0.93317 2.60217
H -0.43863 -0.36894 -1.36848
O -2.90014 -0.56783 2.57652
O -2.20638 -1.95213 -0.96974
Br 4.01948 1.66072 -0.85676
H 1.50423 3.38419 -0.27902
O 0.06361 -1.28093 -2.02424
C 2.56692 0.39599 2.76295
O 1.44431 0.15979 2.05996
H -1.09764 1.10904 -0.88463
C -1.66652 1.38309 1.49743
O 0.99158 1.78955 3.63783
```

The value obtained for the electronic energy is -180926.9681 eV. For the HOMO-LUMO gap, the calculation gives 8.7042 eV. The HOMO energy comes out at -6.61 eV. Its LUMO energy is 0.0771 Eh. The net charge is -1. Its relative energy (zero: lowest compared OMol25 entry of this formula, charge and spin) is 1057.8 kJ/mol.

Mulliken atomic charge list, values in e, 5 entries: H 0.416; O -0.411; N -0.585; H 0.322; H 0.435

[2]
# C36H36IN9O14P2Sr

C36H36IN9O14P2Sr as an isolated structure (wB97M-V/def2-TZVPD, OMol25).

Structure (XYZ):
```
99
C36H36IN9O14P2Sr (wB97M-V/def2-TZVPD)
C -2.97105 -1.78546 1.85812
H -2.91965 5.14986 -0.91218
C 3.04819 -2.41615 -4.37123
H -4.91401 -1.98929 1.46933
N -2.32895 -2.27775 -1.60068
C 0.74860 3.82888 -1.66315
N 2.89876 1.26908 -4.19897
C 1.82854 -0.42385 -2.70392
H 0.61847 3.06850 -0.88733
O -2.42971 3.27694 -3.73591
C -2.30238 0.70155 4.15356
O 1.25363 0.47310 -2.04791
C -2.17911 5.06571 -0.12779
O 3.50574 -4.59402 -4.92106
C -0.25708 4.81876 1.84874
C 2.31965 -2.81608 -3.27320
C 3.33631 1.68218 5.76190
H -0.72376 0.48479 -4.88799
H 1.83616 3.19149 7.23798
C -1.99808 3.85210 0.51407
O -3.20042 0.77718 -0.34142
C -2.35801 1.71087 3.18700
H -3.37659 -0.50038 5.55505
H -1.53130 7.10370 -0.30290
H -2.80152 -3.30098 -4.47710
H -4.40470 2.77433 -3.91394
C -4.67902 0.83628 4.48911
C 2.64205 -0.13582 -3.85807
N -4.19225 -2.26415 2.11893
C -2.88261 -3.50677 -1.33116
H 4.26570 0.18421 2.91555
H -5.69764 2.28702 3.28255
H 0.21304 6.86532 1.43999
C -3.59381 2.26940 2.88551
H -1.34916 0.25068 4.41226
P -0.79576 2.07695 2.28790
C -3.44654 0.27410 4.80134
O 0.70239 -3.59966 -1.34437
P -1.09897 2.62952 -3.08110
C 1.38992 3.02486 6.26557
C 2.09457 2.21582 5.34154
C 2.43658 1.22863 3.15812
C 3.20536 -1.06978 -4.68344
O 3.18099 2.02380 -3.29286
H -1.49375 1.77569 -5.85835
N -2.64840 -0.72018 1.10236
O -1.20294 -1.33176 -3.33673
H 3.66585 1.89536 6.77102
O 0.64776 -1.65969 -0.43688
H 0.23372 1.40184 -6.07850
H -3.88971 -4.67329 -2.81960
H 1.60974 3.57299 -2.27858
H -3.67626 3.06053 2.15317
H 5.03880 0.51501 5.22606
N -3.62508 -0.16550 0.35896
C -0.57780 1.46134 -5.35751
C -1.05623 3.72004 1.53697
H -1.24813 -3.97244 -4.00729
H -2.33361 -5.32026 -2.32235
C -3.69498 3.02474 -3.12708
O 2.88801 1.56400 -5.38014
C 1.73894 -1.85433 -2.46895
C -2.17422 -3.54814 -3.61999
O -0.18522 2.44475 -4.39159
H 0.50251 4.73787 2.61420
N 3.67125 -3.42596 -5.21965
I 2.14313 0.88598 1.11433
Sr -1.08024 -0.06611 -1.20470
C -2.86556 -4.40144 -2.56576
H -2.06407 -3.15445 3.05422
H 0.88962 4.79471 -1.18450
O -3.31780 -3.83199 -0.24110
O -0.42981 3.94580 -2.47071
H -0.34101 4.21791 6.62622
H -4.24183 -3.21086 2.45865
C 1.57294 1.96292 4.03691
C -0.42436 6.02738 1.18819
H 3.76808 -0.76004 -5.55126
O 4.31401 -3.03915 -6.17558
N -0.60449 -1.87700 2.41002
C 3.63601 0.73167 3.60363
C 0.19544 3.58252 5.93453
C 0.26213 2.48043 3.75003
H -3.64919 2.20041 -2.41086
H -0.63890 -0.86385 2.32570
C 4.09042 0.93249 4.91723
C -4.74675 1.83358 3.53169
C -1.86442 -2.27898 -2.86299
O -4.79032 -0.50282 0.31076
C -1.39548 6.16021 0.20881
H -4.03774 3.92217 -2.61077
H -5.57498 0.49821 4.99305
H 2.20200 -3.86354 -3.04564
H -2.58564 2.99635 0.19832
N -1.92487 -2.35012 2.46879
H -1.33456 3.68947 4.45094
C -0.35724 3.28436 4.68073
N 0.97235 -2.42164 -1.35646
H -0.17567 -2.22198 1.55387
```

The value obtained for the electronic energy is -107501.0438 eV. For the HOMO-LUMO gap, the calculation gives 7.0123 eV. The HOMO energy comes out at -8.08 eV. Its LUMO energy is -0.0394 Eh. Its relative energy (zero: lowest compared OMol25 entry of this formula, charge and spin) is 0.0 kJ/mol.

Mulliken atomic charge list, values in e, 5 entries: C -0.253; H 0.289; C -1.065; H 0.274; N 0.143

[3]
# C2H3NO3

A 2-piece molecular cluster, C2H3NO3 overall at a distorted geometry (wB97M-V/def2-TZVPD, OMol25).

Structure (XYZ):
```
9
C2H3NO3 (wB97M-V/def2-TZVPD)
O -2.32753 1.11832 -0.34809
O -2.47134 -1.08084 0.25405
H 1.73302 -1.56858 -0.75191
O 0.72839 1.23159 0.31263
H 1.88357 -0.96484 1.07348
C 1.52888 -0.87712 0.00532
H 0.40036 2.02177 -0.09741
N 0.92772 0.07258 -0.45203
C -2.40308 0.04712 0.00397
```

The value obtained for the electronic energy is -9753.3179 eV. For the HOMO-LUMO gap, the calculation gives 10.7328 eV. The HOMO energy comes out at -10.07 eV. Its LUMO energy is 0.0244 Eh. As for the SMILES: O=C=O.C=NO. Its relative energy (zero: lowest compared OMol25 entry of this formula, charge and spin) is 267.4 kJ/mol.

Mulliken atomic charge list, values in e, 5 entries: O -0.331; O -0.375; H 0.292; O -0.366; H 0.273

[4]
# C23H37N3O3S

One molecule with the formula C23H37N3O3S (wB97M-V/def2-TZVPD, OMol25).

Structure (XYZ):
```
67
C23H37N3O3S (wB97M-V/def2-TZVPD)
C 1.55436 -1.40770 -2.99207
H -3.26940 -0.66641 -1.75383
H -2.75153 1.10316 0.09714
H 0.88908 -1.76425 -6.22401
C 2.63901 -0.24889 -4.78756
S -0.30753 -0.90124 1.68991
C 0.47654 -1.42893 -5.27029
H -1.48444 0.93908 -1.98669
H 0.10300 -3.48261 -4.68048
H -1.91570 2.13132 2.58222
C -1.61883 0.62153 4.09333
O -2.76130 -1.47946 -3.92457
C 1.30772 3.39670 2.39671
H -1.40647 1.16211 6.17906
C -2.68782 -1.48807 0.77194
C 3.59606 -0.20121 -2.59172
H 0.25717 -2.03838 -1.42525
H 2.49236 -1.26057 -1.08523
H 0.38540 1.38750 4.30199
C 3.64094 0.16118 -3.92845
H 4.45382 0.76831 -4.29886
H -2.98253 0.48730 5.76252
H -3.70248 -1.08066 0.71863
C -0.41373 -2.51835 -4.67228
C -1.91934 -1.58653 -3.04600
C 0.44387 -2.28430 -2.46585
H -2.09660 -0.17404 3.51866
H 0.94005 2.27997 0.60210
H 0.26308 -0.38876 4.34430
H 0.29939 3.26991 2.77803
C 1.59080 0.89403 2.10121
H 3.12797 3.44886 0.36512
C 1.65918 2.27219 1.42762
H 0.78088 -3.33195 -2.49414
H -1.32557 -2.61306 -0.42258
H -0.13759 -0.54479 -5.46906
C 3.05750 2.47765 0.84888
C -1.91421 0.41061 5.57709
H 3.28151 1.70996 0.11251
H 1.36691 4.35979 1.89419
H -3.24547 1.99346 3.73193
C -2.29060 -2.12850 -0.55863
N -1.79955 -0.39729 1.13088
H -0.30627 -0.13461 -1.23048
H 1.98210 0.15147 1.40394
H -1.58006 -0.57308 5.89604
H -1.34641 -2.60179 -5.23141
H 2.66722 0.04164 -5.82831
H 3.80571 2.43179 1.63742
C -1.35798 0.13705 -1.25602
H 2.22173 0.88553 2.99579
N -0.73258 -2.18009 -3.29691
H -1.74345 2.77548 4.22335
C -1.75602 0.64748 0.12992
C -2.24560 -1.05160 -1.64987
C -2.16368 1.96756 3.62623
H 4.37289 0.12556 -1.91588
H -2.63407 -2.21611 1.58186
N 0.23414 0.48770 2.44261
H 2.00286 3.40638 3.23416
O -0.55211 -1.94553 2.63652
O 0.58355 -1.21457 0.60331
H -3.02152 -2.89172 -0.83229
C 2.55421 -0.98187 -2.12716
C -0.10976 0.52200 3.85798
H -1.03723 1.38741 0.48324
C 1.58638 -1.03472 -4.33247
```

The value obtained for the electronic energy is -45900.6226 eV. For the HOMO-LUMO gap, the calculation gives 9.6919 eV. The HOMO energy comes out at -8.94 eV. Its LUMO energy is 0.0275 Eh. As for the SMILES: CC(C)CN(CC(C)C)S(=O)(=O)N1CCC(C(=O)N2CCc3ccccc3C2)CC1. Its relative energy (zero: lowest compared OMol25 entry of this formula, charge and spin) is 50.8 kJ/mol.

Mulliken atomic charge list, values in e, 5 entries: C 1.060; H 0.516; H 0.382; H 0.529; C -0.731

[5]
# C47H56N4O2PS2V

C47H56N4O2PS2V as an isolated structure at a distorted geometry (wB97M-V/def2-TZVPD, OMol25).

Structure (XYZ):
```
113
C47H56N4O2PS2V (wB97M-V/def2-TZVPD)
C 1.48646 -0.59829 4.35929
C -1.37783 -3.06429 4.71285
H -1.82796 3.88071 -0.71037
H -2.47848 3.31537 4.11063
H -1.11471 2.37544 4.72842
H -5.85770 0.35592 -0.83141
C -3.90017 2.28307 -0.31329
H 0.53873 4.92978 -1.25748
C -0.90841 2.44870 1.40516
C -1.35959 -3.64392 -0.24196
H 1.20525 1.19495 -2.05112
C -5.82699 0.66256 0.26882
H 2.52417 0.83679 -0.07424
H -5.00303 -0.00023 2.15930
V 0.27484 -1.16326 -0.00043
H -5.30064 2.48516 1.41169
C 1.90669 -1.33736 -5.64148
C 0.61667 -1.55448 4.93913
H -3.13166 -4.89270 -0.63100
C -1.49993 2.86708 3.81241
C -2.99968 1.01349 -0.31257
C 0.60665 2.72165 1.65748
H 4.31414 2.12577 -0.32221
C -5.29835 2.07967 0.33413
H 0.12455 -0.98194 -6.96806
H 6.66282 -1.34552 -2.97236
C 0.75227 2.22882 -2.01355
C -0.29259 -1.97482 2.81216
C 6.14012 -0.53842 -2.48206
C -0.25542 4.81122 -2.01063
C 0.89254 3.50295 2.97089
C 4.95149 -0.81379 -1.86929
H -6.82893 0.70410 0.69915
C 6.07689 1.70920 -1.58787
C -1.28214 3.78493 -1.64400
H 1.96867 -5.67203 -1.83576
H 1.00607 5.17675 -3.59925
O -3.65143 -4.26240 5.71710
H -2.71211 -0.11490 1.54292
H 1.52731 4.41616 2.83924
C 2.39232 -4.95050 -1.12427
H -0.79314 4.75546 2.94436
H -3.33929 3.08280 0.21288
H 2.02758 3.15954 -3.42454
H 2.18496 0.22333 2.41083
C 3.60736 -3.00515 0.42522
H -3.04894 0.56419 -1.34230
C 1.54115 -0.47304 2.97704
C 0.25510 -1.29932 -3.76111
H -2.75133 1.62834 2.45641
C -2.30124 -3.70124 3.86347
C 3.36318 -5.29659 -0.20527
H -1.38953 3.39945 1.12080
H 2.17364 -0.08566 5.01656
N -0.73212 -2.83640 0.60752
H -1.36672 -1.71523 -4.96786
O -4.06153 -5.26571 3.80796
H 0.69262 2.33930 -4.19923
C -2.51577 -4.34519 0.11439
C -0.39170 -2.20795 4.20046
H -3.87435 -4.82409 1.76851
H -0.55295 4.55325 -4.14580
C -2.96483 -4.29522 1.43800
H 1.35932 2.77387 -1.24213
H -0.74535 5.74608 -2.07529
N -3.39261 -4.43608 4.51020
C 1.99860 -3.62694 -1.26823
S 1.98298 -1.06741 -3.83742
H -0.79015 -3.88862 -1.12063
H 4.03841 -2.27570 1.13266
H 2.53732 -2.23189 -5.71371
H -2.07400 3.70348 -2.43320
C -1.66579 1.91188 2.61793
H 1.18237 -3.39708 -1.94951
H 6.50276 2.67994 -1.49295
S -0.75957 -1.20672 -2.40417
C -0.69982 2.31241 -1.61509
C 3.97104 -4.30718 0.59860
H 4.61426 -1.87079 -1.92630
C 6.71020 0.74841 -2.35716
H -0.16341 4.43750 4.62772
C 0.95408 3.02229 -3.33539
H -5.16966 -1.30354 0.97185
C 4.26164 0.13997 -1.10004
H -5.98467 2.73978 -0.17184
N -0.36635 -1.56691 -4.95321
C 0.47760 -1.63587 -6.13066
C -0.43906 3.99616 3.65585
H 0.42691 -2.66620 -6.48157
C 4.87036 1.36739 -0.94804
H -1.38225 -3.28732 5.76162
H -1.22874 1.80670 -2.39718
H 3.67636 -6.35720 -0.14389
H 2.39053 -0.48200 -6.08370
C -2.16836 -3.61214 2.41331
H 4.65242 -4.56196 1.39364
H -1.19729 0.87857 2.87935
H -3.14785 -1.13822 0.23248
C -1.09693 -2.82548 2.00044
H 1.24571 1.85059 1.81317
C 2.14711 -1.22213 -0.54744
H 0.56756 -1.58851 5.98496
H 1.02570 3.23636 0.78725
C -4.81966 -0.22697 1.07654
C -3.40233 -0.17333 0.65715
H -4.16248 2.61134 -1.34133
C 2.59480 -2.58491 -0.48429
C 2.92920 -0.06847 -0.51585
H 1.43511 2.88213 3.72678
N 0.66635 -1.18273 2.21616
P -1.07255 1.26373 -0.08758
H 7.62587 0.90970 -2.83619
C 0.26117 4.41778 -3.36806
```

Its spin multiplicity is 3. The value obtained for the electronic energy is -116332.9914 eV. For the HOMO-LUMO gap (spin up / spin down), the calculation gives 5.9153 / 6.1816 eV. The HOMO energy (spin up / spin down) comes out at -12.45 / -12.64 eV. Its LUMO energy (spin up / spin down) is -0.2400 / -0.2373 Eh. The expectation value of S² is 2.1141. The net charge is +2. Its relative energy (zero: lowest compared OMol25 entry of this formula, charge and spin) is 0.0 kJ/mol.

Mulliken atomic charge list, values in e, 5 entries: C -1.138; C -0.880; H 0.279; H 0.263; H 0.328

Question: Number 3 is which compound?
Answer: C2H3NO3

Question: electronic energy of number 4 (C23H37N3O3S)?
Answer: -45900.6226 eV

What did the fourth record say?
# C23H37N3O3S

One molecule with the formula C23H37N3O3S (wB97M-V/def2-TZVPD, OMol25).

Structure (XYZ):
```
67
C23H37N3O3S (wB97M-V/def2-TZVPD)
C 1.55436 -1.40770 -2.99207
H -3.26940 -0.66641 -1.75383
H -2.75153 1.10316 0.09714
H 0.88908 -1.76425 -6.22401
C 2.63901 -0.24889 -4.78756
S -0.30753 -0.90124 1.68991
C 0.47654 -1.42893 -5.27029
H -1.48444 0.93908 -1.98669
H 0.10300 -3.48261 -4.68048
H -1.91570 2.13132 2.58222
C -1.61883 0.62153 4.09333
O -2.76130 -1.47946 -3.92457
C 1.30772 3.39670 2.39671
H -1.40647 1.16211 6.17906
C -2.68782 -1.48807 0.77194
C 3.59606 -0.20121 -2.59172
H 0.25717 -2.03838 -1.42525
H 2.49236 -1.26057 -1.08523
H 0.38540 1.38750 4.30199
C 3.64094 0.16118 -3.92845
H 4.45382 0.76831 -4.29886
H -2.98253 0.48730 5.76252
H -3.70248 -1.08066 0.71863
C -0.41373 -2.51835 -4.67228
C -1.91934 -1.58653 -3.04600
C 0.44387 -2.28430 -2.46585
H -2.09660 -0.17404 3.51866
H 0.94005 2.27997 0.60210
H 0.26308 -0.38876 4.34430
H 0.29939 3.26991 2.77803
C 1.59080 0.89403 2.10121
H 3.12797 3.44886 0.36512
C 1.65918 2.27219 1.42762
H 0.78088 -3.33195 -2.49414
H -1.32557 -2.61306 -0.42258
H -0.13759 -0.54479 -5.46906
C 3.05750 2.47765 0.84888
C -1.91421 0.41061 5.57709
H 3.28151 1.70996 0.11251
H 1.36691 4.35979 1.89419
H -3.24547 1.99346 3.73193
C -2.29060 -2.12850 -0.55863
N -1.79955 -0.39729 1.13088
H -0.30627 -0.13461 -1.23048
H 1.98210 0.15147 1.40394
H -1.58006 -0.57308 5.89604
H -1.34641 -2.60179 -5.23141
H 2.66722 0.04164 -5.82831
H 3.80571 2.43179 1.63742
C -1.35798 0.13705 -1.25602
H 2.22173 0.88553 2.99579
N -0.73258 -2.18009 -3.29691
H -1.74345 2.77548 4.22335
C -1.75602 0.64748 0.12992
C -2.24560 -1.05160 -1.64987
C -2.16368 1.96756 3.62623
H 4.37289 0.12556 -1.91588
H -2.63407 -2.21611 1.58186
N 0.23414 0.48770 2.44261
H 2.00286 3.40638 3.23416
O -0.55211 -1.94553 2.63652
O 0.58355 -1.21457 0.60331
H -3.02152 -2.89172 -0.83229
C 2.55421 -0.98187 -2.12716
C -0.10976 0.52200 3.85798
H -1.03723 1.38741 0.48324
C 1.58638 -1.03472 -4.33247
```

The value obtained for the electronic energy is -45900.6226 eV. For the HOMO-LUMO gap, the calculation gives 9.6919 eV. The HOMO energy comes out at -8.94 eV. Its LUMO energy is 0.0275 Eh. As for the SMILES: CC(C)CN(CC(C)C)S(=O)(=O)N1CCC(C(=O)N2CCc3ccccc3C2)CC1. Its relative energy (zero: lowest compared OMol25 entry of this formula, charge and spin) is 50.8 kJ/mol.

Mulliken atomic charge list, values in e, 5 entries: C 1.060; H 0.516; H 0.382; H 0.529; C -0.731

Question: Look up the relative energy (zero: lowest compared OMol25 entry of this formula, charge and spin) of the fifth one.
Answer: 0.0 kJ/mol